Below is a molecular structure, C31H52MoNOSi4 in a non-equilibrium geometry, with properties calculated with ωB97M-V/def2-TZVPD.

Cartesian coordinates (Å):
C (-1.8169, 1.4054, 1.0626)
C (-1.1002, 2.5609, 0.6143)
C (-0.9882, 2.4951, -0.8049)
H (-0.8431, 3.4066, 1.2469)
C (-1.5453, 1.2632, -1.2467)
C (-2.0898, 0.5891, -0.1090)
H (-1.6443, 0.9249, -2.2746)
C (1.8623, 0.2119, 1.8088)
C (1.3215, 1.5245, 2.0675)
C (1.7112, 2.3628, 0.9693)
H (0.8265, 1.8315, 2.9846)
C (2.4383, 1.5842, 0.0263)
C (2.4570, 0.2274, 0.4991)
H (-0.6602, 3.3098, -1.4451)
H (-2.6892, -0.3148, -0.1261)
H (-2.2246, 1.2525, 2.0543)
H (2.9395, -0.6120, -0.0006)
H (1.5805, 3.4425, 0.9049)
H (1.9096, -0.6100, 2.5086)
Mo (0.1173, 0.5061, 0.5062)
C (3.1268, 2.0639, -1.2276)
C (4.5206, 1.4294, -1.3273)
C (3.2631, 3.5915, -1.2426)
H (5.1160, 1.7110, -0.4487)
H (5.0196, 1.7888, -2.2322)
H (4.4590, 0.3370, -1.3796)
H (3.8630, 3.9189, -0.3841)
H (2.2857, 4.0898, -1.2058)
H (3.7755, 3.8980, -2.1619)
C (2.2053, 1.6038, -2.3885)
C (2.7106, 1.8811, -3.7941)
H (1.2227, 2.0922, -2.2628)
H (2.0295, 0.5122, -2.3288)
O (3.8892, 2.0992, -4.0636)
N (1.7649, 1.8753, -4.7824)
C (0.3229, 1.7223, -4.6300)
H (2.1321, 1.9678, -5.7204)
C (-0.3884, 3.0327, -4.3370)
C (-1.7862, 3.0343, -4.2595)
H (-2.3169, 2.0934, -4.4306)
C (-2.4768, 4.2117, -3.9650)
H (-3.5648, 4.1878, -3.8865)
C (-1.7731, 5.4085, -3.7775)
H (-2.3133, 6.3319, -3.5620)
C (-0.3780, 5.4171, -3.8723)
H (0.1898, 6.3393, -3.7339)
C (0.3154, 4.2310, -4.1550)
H (1.4055, 4.2393, -4.2542)
H (0.1055, 0.9998, -3.8217)
H (-0.0792, 1.2842, -5.5572)
C (2.3045, -3.5108, 1.4280)
Si (0.9211, -3.2641, 2.6800)
C (0.3234, -4.9603, 3.2621)
C (1.5942, -2.4703, 4.2632)
Si (-0.6421, -1.8604, 1.5865)
Si (-1.6264, -3.2160, -0.0737)
C (-1.6063, -5.0285, 0.4451)
C (-3.4250, -2.8525, -0.5159)
C (-0.5563, -2.9914, -1.6072)
Si (-2.1577, -1.4593, 3.3543)
C (-2.4318, -3.0050, 4.4010)
C (-1.4208, -0.1223, 4.4684)
C (-3.8625, -0.9177, 2.7532)
H (3.0587, -4.1675, 1.8878)
H (2.7970, -2.5709, 1.1495)
H (1.9456, -3.9975, 0.5115)
H (1.1600, -5.4195, 3.8117)
H (-0.5300, -4.9034, 3.9476)
H (0.0577, -5.6337, 2.4417)
H (2.1250, -1.5250, 4.1103)
H (0.8040, -2.2967, 5.0053)
H (2.3157, -3.1808, 4.6955)
H (-2.0642, -5.1767, 1.4319)
H (-2.1895, -5.6048, -0.2888)
H (-0.5889, -5.4364, 0.4649)
H (-3.5569, -1.8906, -1.0241)
H (-3.7576, -3.6383, -1.2129)
H (-4.0865, -2.8835, 0.3587)
H (-0.6037, -1.9616, -1.9879)
H (0.4963, -3.2382, -1.4159)
H (-0.9289, -3.6663, -2.3936)
H (-1.5386, -3.2959, 4.9672)
H (-3.2313, -2.7816, 5.1244)
H (-2.7565, -3.8602, 3.7936)
H (-1.3001, 0.8417, 3.9582)
H (-2.1113, 0.0310, 5.3128)
H (-0.4468, -0.4126, 4.8812)
H (-3.8559, 0.0076, 2.1672)
H (-4.3541, -1.6962, 2.1579)
H (-4.4817, -0.7386, 3.6460)

HOMO-LUMO gap (alpha / beta), eV: 6.75 / 6.33
Energy relative to the best compared isomer or geometry (same formula, charge and spin), kcal/mol: 0.0
LUMO energy (alpha / beta), eV: -3.9805 / -4.4848
2S+1: 3
Total charge: +1